{
  "formula": "C17H26CrN4OS6Se",
  "method": "ωB97M-V/def2-TZVPD",
  "species": ["Se", "Cr", "S", "S", "S", "S", "S", "S", "O", "N", "N", "N", "N", "C", "C", "C", "C", "C", "C", "C", "C", "C", "C", "C", "C", "C", "C", "C", "C", "C", "H", "H", "H", "H", "H", "H", "H", "H", "H", "H", "H", "H", "H", "H", "H", "H", "H", "H", "H", "H", "H", "H", "H", "H", "H", "H"],
  "xyz": [[-0.498038, 1.845454, -0.109943], [-0.622138, -0.599846, 0.198757], [-1.060138, -0.649346, 2.474557], [4.066062, 2.261954, 0.672057], [0.721162, 0.072854, -3.167943], [-3.033838, 1.158254, 3.647057], [1.319062, 1.514954, 2.827157], [1.855262, -1.207046, 0.701157], [0.212562, -0.346646, -1.817043], [-2.550638, -0.545846, 0.245457], [-3.182938, 0.201954, 1.151557], [-1.078838, -2.359846, -0.627043], [-1.586738, 3.602154, 1.988957], [0.232862, -1.314946, -4.255943], [-3.190638, -1.372346, -0.542343], [-2.524738, 0.279354, 2.271757], [2.783762, 3.396454, 1.328757], [-0.632638, -4.354746, -1.852243], [3.042162, 1.133754, -0.356843], [-2.796138, -3.363846, -2.001443], [-2.357038, -2.373346, -1.109143], [-0.507038, 1.282454, -3.769543], [-1.155138, 2.888954, 1.195457], [3.271562, -0.349246, -0.105443], [-0.254938, -3.338446, -0.999743], [-1.927138, -4.362646, -2.376843], [2.264162, 3.070854, 2.719357], [2.281962, -1.087546, 2.476157], [2.676362, 0.287554, 2.969257], [-4.334238, 2.213054, 2.968357], [3.248262, 4.382854, 1.340157], [0.060162, -5.140746, -2.099843], [-3.815638, -3.337546, -2.352743], [-2.233438, -5.149746, -3.047643], [-0.273938, 2.244654, -3.318943], [1.959562, 3.416254, 0.613557], [4.144562, -0.537546, 0.519057], [0.743262, -3.309746, -0.577843], [3.524762, 0.684154, 2.411657], [3.246362, 1.382254, -1.399743], [-4.268938, -1.367046, -0.624043], [2.011662, 1.400654, -0.127343], [3.112662, -1.781546, 2.621357], [-0.806838, -1.570946, -4.076943], [2.941462, 0.203054, 4.022657], [1.402762, -1.464646, 3.002357], [3.054362, 3.045654, 3.468957], [1.525162, 3.827354, 2.993257], [-0.440338, 1.354054, -4.849443], [-4.978938, 1.616454, 2.334657], [0.385862, -1.029546, -5.290843], [0.865562, -2.166146, -4.019943], [3.402262, -0.879046, -1.049943], [-4.882038, 2.612354, 3.815157], [-1.498538, 0.963954, -3.460443], [-3.864038, 3.016254, 2.408557]],
  "atomic_forces_ev_per_a": [[0.335, -0.547, -1.312], [1.440, 0.826, 0.714], [0.403, -0.132, -0.332], [-0.216, 0.132, -0.324], [-0.997, -0.124, -0.859], [-0.072, 0.102, 0.037], [0.495, 0.006, 0.175], [0.132, -0.047, 0.337], [-0.032, -0.258, 0.705], [-0.340, -1.343, -0.676], [-1.145, 0.951, 0.192], [-0.912, -0.302, -0.720], [0.086, 0.282, 0.238], [0.283, 0.390, 0.319], [-0.133, 1.519, 1.027], [-0.087, -0.454, -0.235], [0.235, -0.157, 0.041], [-0.395, -0.018, -0.100], [0.155, 0.607, 0.256], [-0.004, 0.489, 0.435], [0.765, -0.982, -0.589], [0.490, -0.168, 0.219], [-0.584, 0.059, 0.417], [-0.549, -0.027, -0.139], [0.414, -0.243, 0.019], [0.465, 0.052, 0.232], [-0.188, -0.431, -0.120], [-0.037, -0.029, -0.220], [-0.350, 0.449, 0.105], [0.170, -0.195, -0.094], [0.000, 0.021, -0.045], [0.152, -0.054, 0.013], [-0.088, 0.015, -0.055], [-0.085, -0.042, -0.075], [0.020, -0.031, 0.049], [0.095, 0.073, 0.010], [-0.041, -0.123, 0.016], [-0.055, 0.048, -0.073], [-0.016, -0.176, 0.187], [-0.023, -0.106, 0.026], [-0.055, 0.009, 0.084], [0.098, -0.070, -0.168], [-0.110, -0.013, 0.078], [-0.153, 0.116, 0.100], [0.133, -0.072, 0.028], [0.146, -0.089, -0.018], [0.025, 0.157, -0.017], [0.115, 0.029, 0.131], [0.085, -0.015, -0.159], [-0.156, 0.000, -0.032], [0.053, 0.097, -0.143], [0.097, 0.021, 0.087], [0.056, -0.035, 0.091], [-0.043, -0.012, 0.079], [-0.026, -0.161, 0.059], [-0.053, 0.007, -0.002]],
  "lowdin_spin": [-0.053, 1.144, -0.055, 0.000, 0.001, -0.013, 0.001, 0.003, 0.013, -0.021, 0.003, -0.003, -0.013, 0.000, 0.013, -0.005, -0.001, 0.001, 0.000, 0.001, -0.001, 0.002, -0.007, 0.000, -0.004, -0.004, 0.000, 0.000, 0.001, -0.001, 0.000, 0.000, 0.000, 0.000, 0.000, -0.001, 0.000, 0.000, 0.000, 0.000, 0.000, -0.001, 0.000, 0.000, 0.000, 0.000, 0.000, 0.000, 0.000, 0.000, 0.000, 0.000, 0.000, 0.000, 0.000, 0.000],
  "e_above_lowest_kj_mol": 96.5,
  "spin_multiplicity": 2,
  "s_squared": 0.797,
  "e_tot_ha": -6792.3942,
  "homo_ev": [-10.31, -10.32],
  "orbital_gap_ev": [5.6504, 6.1834],
  "total_charge": 1
}